{"formula": "C54H36F6O20V4", "method": "the ωB97M-V functional and the def2-TZVPD basis", "species": ["O", "V", "O", "O", "V", "O", "O", "V", "O", "O", "V", "O", "C", "C", "C", "O", "C", "C", "C", "O", "O", "O", "H", "H", "C", "C", "C", "O", "C", "C", "C", "O", "O", "O", "H", "H", "C", "C", "C", "O", "C", "C", "C", "O", "O", "O", "H", "H", "F", "C", "C", "C", "C", "C", "C", "H", "H", "H", "H", "H", "F", "C", "C", "C", "C", "C", "C", "H", "H", "H", "H", "H", "F", "C", "C", "C", "C", "C", "C", "H", "H", "H", "H", "H", "F", "C", "C", "C", "C", "C", "C", "H", "H", "H", "H", "H", "F", "C", "C", "C", "C", "C", "C", "H", "H", "H", "H", "H", "F", "C", "C", "C", "C", "C", "C", "H", "H", "H", "H", "H"], "xyz": [[6.2255, 6.1778, 1.0853], [5.4753, 4.8717, 1.5036], [6.4454, 3.6512, 1.6103], [-6.7725, -3.9874, 1.6857], [-6.0867, -2.7338, 0.9951], [-7.0473, -2.3271, -0.2201], [2.2854, -4.6505, 6.1760], [1.5675, -3.2379, 6.2619], [0.1171, -3.4062, 6.9858], [-6.0723, 4.2200, -4.1506], [-4.7980, 5.0313, -3.7082], [-4.3638, 6.0728, -4.8486], [-1.5492, 0.6424, -0.4306], [-1.3001, -0.4501, 0.4998], [0.0392, -0.3573, 1.3512], [0.2361, -1.1694, 2.2619], [0.9587, 0.7454, 0.9548], [0.6708, 1.7257, 0.0602], [-0.6760, 1.6748, -0.7070], [-1.0956, 2.5395, -1.5679], [1.5512, 2.6958, -0.1166], [-1.9921, -1.4690, 0.5460], [-2.5206, 0.6183, -0.9020], [1.8658, 0.7994, 1.5386], [0.1714, 4.2514, 7.4346], [1.0469, 4.9570, 6.6871], [2.2470, 4.2861, 6.1868], [3.1244, 4.9549, 5.4737], [2.6273, 3.0225, 6.5093], [1.7291, 2.2039, 7.3057], [0.3488, 2.8016, 7.7408], [-0.6014, 2.1633, 8.2150], [1.9154, 1.0246, 7.5915], [0.6777, 6.1642, 6.4781], [-0.6831, 4.8100, 7.7869], [3.4666, 2.4806, 6.0992], [-5.0242, 4.5799, 4.5922], [-5.2548, 3.0948, 4.5318], [-5.5963, 2.4167, 3.1331], [-5.8985, 1.2413, 2.9840], [-5.5660, 3.2761, 1.9438], [-5.2070, 4.5476, 2.0705], [-5.0085, 5.2520, 3.4257], [-4.6642, 6.5234, 3.5510], [-5.3280, 5.1891, 0.9596], [-5.2750, 2.4061, 5.6125], [-4.9110, 5.0480, 5.5589], [-5.6985, 2.8109, 0.9782], [-0.5449, -8.2474, 2.9251], [-0.0944, -8.9377, 1.8143], [-0.4634, -10.2330, 1.6263], [0.0277, -10.8132, 0.4539], [0.7063, -10.1036, -0.5789], [1.0217, -8.7843, -0.2963], [0.6776, -8.1672, 0.9164], [-1.0763, -10.7228, 2.3685], [-0.1909, -11.8679, 0.3742], [0.7573, -10.6214, -1.5253], [1.5334, -8.2236, -1.0645], [0.8427, -7.1012, 0.9678], [6.7657, -2.4948, -6.9756], [6.0720, -2.4055, -5.8863], [6.3628, -3.1201, -4.6875], [5.5507, -3.0284, -3.5043], [4.5245, -2.1071, -3.5545], [4.3233, -1.2773, -4.6389], [5.0751, -1.4100, -5.8122], [7.2355, -3.7516, -4.7651], [5.7770, -3.6080, -2.6216], [3.9486, -1.9459, -2.6552], [3.6444, -0.4455, -4.5231], [4.6860, -0.8557, -6.6534], [-0.3903, 8.3217, -1.9829], [0.6197, 8.8685, -1.2805], [1.8342, 9.2039, -1.8916], [2.8797, 9.7545, -1.1511], [2.7046, 9.8939, 0.2269], [1.4791, 9.6125, 0.8473], [0.4311, 9.1246, 0.0778], [1.9191, 9.0051, -2.9498], [3.7790, 10.0347, -1.6794], [3.5137, 10.2684, 0.8365], [1.2627, 9.8048, 1.8878], [-0.5052, 8.8789, 0.5567], [-5.4665, -8.4534, -3.6418], [-4.9936, -7.1705, -3.7213], [-3.8012, -6.7851, -3.0322], [-3.3068, -5.5334, -3.0890], [-3.9168, -4.5944, -3.8953], [-5.1496, -4.9065, -4.5406], [-5.6337, -6.1981, -4.5514], [-3.4370, -7.4648, -2.2761], [-2.3315, -5.3516, -2.6624], [-3.3757, -3.6617, -3.9566], [-5.6812, -4.0999, -5.0234], [-6.6020, -6.4429, -4.9621], [5.7660, -1.9321, 5.2015], [6.9655, -1.8763, 5.7237], [7.2649, -1.2778, 6.9552], [8.5731, -1.2158, 7.4000], [9.5877, -1.8005, 6.6114], [9.3019, -2.5384, 5.4754], [7.9558, -2.5148, 5.0367], [6.5312, -0.9267, 7.6657], [8.9502, -0.7571, 8.3022], [10.5906, -1.6227, 6.9706], [10.1553, -2.9735, 4.9767], [7.6981, -3.0397, 4.1287], [-4.6225, 1.1961, -6.9777], [-5.1227, 1.1138, -8.2531], [-4.3677, 1.5374, -9.3582], [-4.9289, 1.4584, -10.6269], [-6.2631, 1.1539, -10.8885], [-7.0276, 0.6877, -9.7254], [-6.4486, 0.7693, -8.4068], [-3.3350, 1.8108, -9.1996], [-4.2734, 1.6612, -11.4609], [-6.7196, 1.1976, -11.8664], [-8.0738, 0.4199, -9.7413], [-6.9535, 0.4508, -7.5068]], "forces_ev_per_angstrom": [[0.54, 0.37, -0.19], [-1.50, -0.33, 0.42], [0.57, -0.17, -0.07], [0.74, 0.74, -0.18], [-1.65, -0.20, -0.98], [1.25, -0.21, 1.18], [-0.26, 0.81, 0.05], [-2.56, -0.72, 1.13], [2.72, 0.23, -1.27], [0.07, 0.12, -0.07], [0.50, 0.67, -0.50], [-0.46, -0.89, 0.91], [-0.49, -2.30, 1.86], [0.97, 0.23, -0.76], [-0.12, 0.45, -0.28], [0.07, 0.87, -0.91], [-1.12, -3.04, 2.09], [2.27, 4.22, -1.89], [-0.84, 2.83, -2.02], [1.97, -1.34, 1.91], [-2.87, -2.54, 0.05], [-0.17, 0.35, 0.43], [0.04, 0.10, -0.28], [0.17, 0.12, -0.10], [-0.81, -3.55, 1.91], [-1.36, 3.76, -0.74], [4.93, 3.76, -3.47], [-2.51, -1.00, 1.35], [-1.98, -2.88, 1.77], [-0.78, -0.80, 0.20], [-1.75, 1.51, -0.21], [2.06, 0.29, -0.48], [0.47, 0.11, -0.11], [1.98, -1.58, -0.50], [-0.21, -0.34, 0.14], [0.24, 0.50, -0.11], [-1.02, -4.93, 0.59], [-0.31, -0.81, 3.58], [-0.08, 0.23, -0.79], [0.14, 0.00, 0.99], [0.16, -4.17, 2.62], [-0.83, 4.97, -2.76], [2.32, 5.64, -0.94], [-1.44, -3.47, -1.69], [0.98, 0.41, 1.93], [0.06, 1.84, -3.78], [0.08, 0.02, -0.13], [-0.15, 0.12, 0.02], [0.27, -0.86, -0.75], [0.39, 3.16, 0.60], [0.90, 0.03, -0.60], [-0.22, -0.15, -0.39], [-1.54, -0.99, 2.24], [0.15, 0.11, -0.18], [-0.74, -1.47, -0.90], [0.10, -0.23, -0.10], [-0.04, -0.14, -0.55], [0.70, 0.30, -0.12], [0.01, 0.31, 0.03], [0.00, -0.07, 0.72], [1.38, -0.71, -1.59], [-2.31, 1.42, 4.10], [-0.39, 0.02, -0.69], [1.14, 0.38, -2.68], [0.06, 0.15, 1.17], [0.71, -0.02, -0.38], [-0.78, -0.94, 0.41], [0.03, -0.32, 0.33], [0.01, -0.03, -0.07], [-0.23, 0.02, 0.02], [-0.33, -0.14, -0.27], [0.70, 0.18, -0.34], [0.33, 0.16, -0.08], [0.83, 0.59, 0.84], [-0.86, -0.31, -0.16], [-1.03, -0.57, 0.37], [0.00, 0.41, 0.30], [0.08, 0.05, -1.12], [-0.05, -0.43, -0.27], [0.13, 0.08, -0.13], [0.18, -0.03, 0.26], [0.12, 0.09, 0.00], [0.43, -0.06, 0.12], [-0.16, -0.02, -0.12], [0.34, 1.14, 0.02], [1.19, 1.78, -0.60], [-2.82, -3.04, 0.48], [0.74, 0.87, -1.24], [-0.78, -0.16, -0.20], [1.78, 0.79, 0.42], [0.00, -1.56, 1.90], [0.37, -0.40, -0.25], [-0.13, 0.30, 0.39], [-0.64, 0.43, -0.29], [-0.06, -0.12, -0.27], [0.04, -0.01, -0.32], [-1.59, 0.25, -0.04], [1.93, 0.00, 1.31], [-0.39, 0.18, 0.80], [1.06, -0.86, -1.60], [-0.38, 0.34, 0.73], [-0.80, 1.34, 0.68], [1.72, -1.00, -0.82], [-0.55, 0.22, -0.47], [-0.76, 0.22, 0.22], [0.28, -0.40, -0.18], [-0.43, -0.31, -0.49], [-0.15, 0.01, -0.12], [-0.19, -0.20, -1.27], [0.15, 1.27, -0.27], [-0.30, -1.05, 1.02], [-0.01, 0.40, -0.54], [-1.06, -1.47, 3.34], [1.87, 1.73, 0.30], [-0.24, -0.91, -1.71], [0.05, 0.07, -0.14], [0.02, 0.30, -0.13], [0.17, -0.12, -0.03], [-0.03, -0.06, -0.45], [-0.43, 0.04, -0.12]], "largest_force_ev_per_a": 7.1, "charge": -2, "energy_ha": -7958.42166, "gap_ev": 1.7}